Record 1
Below is a molecular structure, F2FeH22O13P in a non-equilibrium geometry, with properties calculated with ωB97M-V/def2-TZVPD.

Each line ends with the Mulliken charge.
Atoms and positions in Å:
Fe 1.109 -1.916 0.236  0.34
O 0.539 -0.330 -0.331  0.74
P 0.192 1.021 0.654  0.00
O 0.626 -0.396 1.071  0.27
F -1.285 0.898 0.037  -0.13
F 0.954 1.552 -0.641  -0.40
O 0.511 -2.596 -1.616  -0.48
H 0.728 -3.427 -2.025  0.33
H 0.057 -2.044 -2.222  0.26
O 2.374 -1.941 2.107  -0.45
H 3.310 -1.951 2.058  0.33
H 2.177 -1.350 2.795  0.31
O -0.510 -2.790 1.031  -0.46
H -1.071 -3.555 0.826  0.35
H -0.945 -2.260 1.695  0.31
O -1.679 0.554 2.922  -0.51
H -1.823 -0.370 2.651  0.29
H -1.230 0.526 3.779  0.29
O 2.253 0.300 -2.515  -0.71
H 2.164 1.000 -3.177  0.37
H 1.611 0.631 -1.889  0.28
O 2.685 4.103 -1.397  -0.59
H 1.759 3.938 -1.330  0.33
H 3.109 3.374 -0.948  0.30
O -3.125 -1.362 1.628  -0.69
H -2.718 -1.660 0.811  0.30
H -3.334 -0.428 1.364  0.38
O -2.980 1.906 -1.552  -0.64
H -3.670 2.060 -0.897  0.33
H -2.368 1.432 -1.007  0.43
O 2.923 -1.457 -0.654  -0.45
H 2.833 -0.678 -1.200  0.37
H 3.814 -1.774 -0.714  0.35
O -0.675 -0.355 -2.452  -0.84
H -0.268 -0.194 -1.587  0.73
H -1.499 -0.829 -2.297  0.31
O -1.773 3.313 1.613  -0.59
H -2.564 3.092 2.146  0.29
H -2.211 3.965 1.024  0.32

Its net charge is +2. Its multiplicity is 6. Its energy is -76063.3638 eV. The calculation puts the energy relative to the best compared isomer or geometry (same formula, charge and spin) at 1.174 eV. For the molecular weight, the calculation gives 355.0 g mol⁻¹. The maximum force is 10.77 eV/A. As for the HOMO energy (alpha / beta): -16.05 / -16.05 eV.

=====

Record 2
Below is a molecular structure, F2H12MnO6 in a non-equilibrium geometry, with properties calculated with ωB97M-V/def2-TZVPD.

Each line ends with the Mulliken charge.
Atoms and positions in Å:
Mn -0.083 -0.021 -0.615  1.18
F 1.250 -1.136 0.508  -0.84
F -1.122 0.759 -2.263  -0.81
O -1.915 -1.357 -0.574  -0.49
H -2.192 -1.971 0.120  0.26
H -2.750 -0.935 -0.832  0.31
O 1.769 0.963 -1.201  -0.50
H 2.460 0.331 -0.947  0.34
H 2.086 1.566 -1.857  0.25
O -1.343 -0.372 2.044  -0.49
H -1.641 -0.012 2.860  0.23
H -1.161 -1.337 2.171  0.33
O 1.457 0.461 2.562  -0.67
H 1.344 -0.155 1.827  0.47
H 0.747 1.055 2.426  0.21
O 0.537 -1.688 -2.185  -0.52
H 1.503 -1.601 -2.218  0.31
H 0.310 -1.469 -3.052  0.31
O -0.490 1.901 0.349  -0.43
H -0.451 2.614 -0.275  0.28
H -0.314 2.394 1.152  0.26

Its multiplicity is 6. Its energy is -49237.6599 eV. For the molecular weight, the calculation gives 201.0 g mol⁻¹. The maximum force is 2.71 eV/A. As for the HOMO energy (alpha / beta): -8.48 / -10.13 eV.

=====

Record 3
Below is a molecular structure, F2H2K4NO5S2 in a non-equilibrium geometry, with properties calculated with ωB97M-V/def2-TZVPD.

Each line ends with the Mulliken charge.
Atoms and positions in Å:
K 3.852 -2.547 3.276  1.00
K -6.422 -1.074 4.195  1.00
K -5.155 5.656 -1.011  1.00
K 4.223 1.239 -3.279  1.00
N 1.141 1.206 0.949  -0.31
S 0.496 2.418 1.992  1.04
O 0.651 2.312 3.466  -0.55
O -0.653 3.114 1.402  -0.51
F 1.701 3.449 1.625  -0.27
S -0.206 0.586 0.652  1.09
O -0.773 1.200 -0.560  -0.60
O -1.054 0.123 1.759  -0.59
F 0.370 -0.787 0.025  -0.30
O 0.964 -5.774 -4.913  -0.64
H 0.507 -5.792 -4.073  0.31
H 0.360 -5.326 -5.505  0.32

Its net charge is +3. Its multiplicity is 1. Its energy is -104143.4007 eV. The calculation puts the energy relative to the best compared isomer or geometry (same formula, charge and spin) at 1.745 eV. For the molecular weight, the calculation gives 354.5 g mol⁻¹. The maximum force is 6.93 eV/A. As for the HOMO energy: -14.81 eV.